The following is a DFT calculation (ωB97M-V/def2-TZVPD) of a cluster of 4 separate species, C64H50FN3O10 in total in a non-equilibrium geometry.

Output
- molecular weight (g/mol) = 1040.11
- SMILES = C[C@@]1(CCCF)OC(=O)[C@](CCN)(Cc2ccccc2)[C@]1(ON=O)c1ccccn1.O=C1c2ccccc2C(=O)c2ccccc21.O=C1c2ccccc2C(=O)c2ccccc21.O=C1c2ccccc2C(=O)c2ccccc21
- E_HOMO (eV) = -8.610
- F_max (Eh/bohr) = 0.16415

Each line ends with the Mulliken charge.
Positions of all 128 atoms, in Å:
1 C 1.806 2.725 1.839  -1.13
2 C 0.708 1.646 1.232  1.01
3 C -0.725 2.400 1.395  -1.03
4 C -1.502 2.188 2.817  -0.43
5 C -0.993 3.202 4.028  -0.29
6 F -1.180 4.641 3.609  -0.34
7 O 0.955 1.814 -0.240  -0.26
8 C 2.117 0.958 -0.512  -0.77
9 O 3.169 1.499 -1.111  -0.61
10 C 1.729 -0.499 0.092  1.42
11 C 2.863 -1.645 0.378  -0.20
12 C 4.416 -1.174 0.131  -0.73
13 N 4.875 -1.580 -1.268  -0.43
14 C 0.705 -1.187 -0.985  -1.11
15 C 1.330 -1.327 -2.528  0.35
16 C 1.140 -0.100 -3.645  -0.13
17 C 1.702 -0.217 -5.215  -0.58
18 C 2.458 -1.642 -5.634  -0.39
19 C 2.691 -2.894 -4.552  -0.42
20 C 2.114 -2.719 -3.029  -0.12
21 C 0.900 0.049 1.442  1.04
22 O 1.624 -0.142 2.715  -0.21
23 N 0.890 0.213 3.781  0.30
24 O 1.077 -0.519 4.743  -0.50
25 C -0.366 -0.977 1.608  -0.07
26 C -0.066 -2.459 2.227  -0.21
27 C -1.165 -3.672 2.444  -0.66
28 C -2.690 -3.214 1.927  -0.32
29 C -2.785 -1.689 1.356  -0.32
30 N -1.750 -0.640 1.170  0.00
31 H 2.359 3.313 0.958  0.21
32 H 1.297 3.591 2.484  0.33
33 H 2.647 2.243 2.494  0.20
34 H -1.441 1.963 0.546  0.29
35 H -0.587 3.561 1.241  0.48
36 H -2.643 2.490 2.627  0.39
37 H -1.532 1.082 3.213  0.15
38 H 0.142 3.090 4.289  0.21
39 H -1.646 3.088 5.021  0.29
40 H 2.698 -2.605 -0.312  0.06
41 H 2.840 -2.085 1.488  0.21
42 H 5.079 -1.828 0.877  0.27
43 H 4.643 -0.055 0.400  0.21
44 H 4.639 -2.600 -1.325  0.17
45 H 4.259 -1.035 -1.910  0.30
46 H -0.253 -0.488 -1.127  0.41
47 H 0.395 -2.305 -0.709  0.44
48 H 0.551 0.876 -3.290  0.20
49 H 1.583 0.639 -6.015  0.31
50 H 2.886 -1.848 -6.722  0.27
51 H 3.219 -3.914 -4.861  0.32
52 H 2.232 -3.592 -2.223  0.29
53 H 1.048 -2.706 2.560  0.15
54 H -0.940 -4.741 2.860  0.32
55 H -3.633 -3.918 1.974  0.35
56 H -3.889 -1.366 1.027  0.31
57 C -6.340 -0.130 6.853  -0.43
58 C -5.373 -0.878 6.182  -0.63
59 C -5.678 -1.479 4.960  -0.52
60 C -6.959 -1.340 4.411  0.30
61 C -7.933 -0.613 5.094  0.33
62 C -7.620 0.004 6.312  -0.63
63 C -9.302 -0.502 4.549  0.55
64 O -10.157 0.140 5.146  -0.68
65 C -9.627 -1.183 3.280  0.18
66 C -10.935 -1.134 2.781  -0.57
67 C -11.248 -1.764 1.575  -0.46
68 C -10.256 -2.435 0.860  -0.49
69 C -8.953 -2.489 1.357  -0.49
70 C -8.640 -1.870 2.574  0.20
71 C -7.268 -1.964 3.109  0.51
72 O -6.396 -2.557 2.484  -0.67
73 H -6.100 0.346 7.801  0.39
74 H -4.380 -0.993 6.610  0.44
75 H -4.917 -2.057 4.440  0.51
76 H -8.371 0.585 6.844  0.46
77 H -11.715 -0.610 3.332  0.45
78 H -12.266 -1.730 1.192  0.39
79 H -10.498 -2.919 -0.084  0.40
80 H -8.185 -3.019 0.795  0.45
81 C 8.375 -3.490 -5.676  -0.42
82 C 7.341 -2.938 -4.921  -0.74
83 C 6.815 -3.643 -3.837  -0.19
84 C 7.317 -4.909 -3.514  0.20
85 C 8.334 -5.472 -4.284  0.44
86 C 8.872 -4.756 -5.361  -0.74
87 C 8.837 -6.828 -3.983  0.59
88 O 9.733 -7.321 -4.656  -0.69
89 C 8.238 -7.583 -2.864  0.18
90 C 8.665 -8.892 -2.604  -0.56
91 C 8.114 -9.609 -1.539  -0.45
92 C 7.145 -9.020 -0.728  -0.48
93 C 6.714 -7.718 -0.989  -0.45
94 C 7.255 -7.002 -2.065  0.17
95 C 6.766 -5.639 -2.354  0.41
96 O 5.911 -5.122 -1.645  -0.71
97 H 8.791 -2.938 -6.515  0.38
98 H 6.944 -1.958 -5.174  0.48
99 H 6.011 -3.203 -3.248  0.43
100 H 9.676 -5.183 -5.958  0.46
101 H 9.424 -9.358 -3.230  0.45
102 H 8.444 -10.627 -1.342  0.39
103 H 6.721 -9.575 0.105  0.39
104 H 5.953 -7.266 -0.355  0.45
105 C -4.439 10.694 -1.550  -0.46
106 C -3.342 11.546 -1.435  -0.46
107 C -2.053 11.017 -1.350  -0.52
108 C -1.861 9.630 -1.368  0.16
109 C -2.961 8.778 -1.458  0.15
110 C -4.252 9.311 -1.561  -0.51
111 C -2.775 7.313 -1.428  0.53
112 O -3.740 6.563 -1.511  -0.69
113 C -1.411 6.765 -1.288  0.33
114 C -1.226 5.379 -1.199  -0.64
115 C 0.062 4.852 -1.080  -0.73
116 C 1.166 5.704 -1.058  -0.80
117 C 0.984 7.085 -1.140  -0.77
118 C -0.308 7.617 -1.245  0.25
119 C -0.493 9.080 -1.295  0.75
120 O 0.476 9.830 -1.271  -0.68
121 H -5.443 11.106 -1.626  0.39
122 H -3.488 12.624 -1.414  0.39
123 H -1.200 11.689 -1.265  0.45
124 H -5.114 8.651 -1.646  0.45
125 H -2.082 4.706 -1.219  0.48
126 H 0.203 3.775 -1.006  1.01
127 H 2.170 5.293 -0.972  0.49
128 H 1.850 7.744 -1.117  0.45